Entry 1:
Here is a cluster of 2 separate species, C5H14ClNO5PS2 in total from the Open Molecules 2025 dataset. Energies are from ωB97M-V/def2-TZVPD.

Each line ends with the Mulliken charge.
Atoms and positions in Å:
C: 2.247 -0.282 1.792  -0.604
C: 2.241 -1.793 2.004  -0.439
S: 0.902 -2.774 1.275  -0.035
C: -0.630 -2.220 1.988  -0.615
N: -1.212 -0.964 1.324  0.023
P: -1.958 0.414 2.411  0.397
O: -1.564 1.630 1.479  -0.338
Cl: -0.559 0.486 3.876  -0.127
H: 2.830 -0.015 0.913  0.291
H: 1.261 0.146 1.652  0.002
H: 2.693 0.217 2.649  0.309
H: 2.351 -2.080 3.047  0.398
H: 3.091 -2.228 1.477  0.318
H: -0.608 -2.053 3.061  0.387
H: -1.326 -3.027 1.777  0.357
H: -0.506 -0.594 0.678  -0.171
H: -1.995 -1.254 0.735  0.432
H: -0.917 1.583 0.741  0.495
C: -0.197 1.683 -4.033  -0.338
C: -1.476 2.002 -3.281  -0.274
O: -1.565 0.924 -2.312  -0.327
S: -0.116 0.482 -1.862  1.197
O: 0.175 1.094 -0.589  -0.716
O: -0.021 -0.930 -1.925  -0.566
O: 0.693 1.199 -2.984  -0.281
H: -0.325 0.887 -4.764  0.311
H: 0.274 2.549 -4.486  0.310
H: -2.367 1.969 -3.899  0.316
H: -1.415 2.949 -2.746  0.289

Computed properties:
**Charge**: +1
**E_HOMO**: -12.53 eV
**2S+1**: 1
**Calculated total energy**: -60615.6304 eV
**LUMO**: -2.7886 eV
**Molecular weight**: 298.7 g/mol
**HOMO-LUMO gap**: 0.35785 hartree

=====

Entry 2:
Here is an isolated molecule of C6H15NSi2 in a non-equilibrium geometry from the Open Molecules 2025 dataset. Energies are from ωB97M-V/def2-TZVPD.

Each line ends with the Mulliken charge.
Atoms and positions in Å:
C: 3.071 -0.956 -0.737  -0.574
C: 1.974 -0.961 0.018  -0.270
Si: 0.294 0.029 -0.200  0.378
C: 0.069 0.736 -2.003  -0.313
C: -0.996 0.706 -2.776  -0.516
C: 0.314 1.404 1.270  -0.633
C: -0.898 2.266 1.246  -1.150
N: -0.958 -1.292 0.040  -0.256
Si: -1.546 -2.300 1.482  0.305
H: 4.101 -1.289 -0.524  0.257
H: 3.090 -0.653 -1.782  0.219
H: 2.063 -1.554 0.958  0.199
H: 0.963 1.349 -2.324  0.242
H: -0.951 1.156 -3.804  0.245
H: -1.954 0.293 -2.400  0.221
H: 0.317 0.870 2.166  0.389
H: 1.163 1.951 1.169  0.484
H: -0.898 2.967 0.367  0.278
H: -1.828 1.640 1.113  0.219
H: -1.088 2.869 2.080  0.405
H: -1.328 -1.553 -0.837  0.229
H: -0.580 -3.435 1.801  -0.094
H: -1.590 -1.515 2.635  -0.126
H: -2.804 -2.728 1.042  -0.139

Computed properties:
**SMILES**: C=C[Si](C=C)(CC)N[SiH3]
**Relative energy (zero: lowest compared OMol25 entry of this formula, charge and spin)**: 0.0 kcal/mol
**E_HOMO**: -8.90 eV
**2S+1**: 1
**Calculated total energy**: -23709.3519 eV
**LUMO**: 0.9153 eV
**Molecular weight**: 157.4 g/mol
**HOMO-LUMO gap**: 0.36078 hartree

=====

Entry 3:
Here is a cluster of 2 separate species, C2H6N2O2 in total from the Open Molecules 2025 dataset. Energies are from ωB97M-V/def2-TZVPD.

Each line ends with the Mulliken charge.
Atoms and positions in Å:
N: -2.641 1.556 -0.334  -0.395
C: -1.923 0.664 0.421  0.418
O: -1.995 0.500 1.606  -0.488
H: -2.798 2.511 -0.058  0.214
H: -2.716 1.367 -1.318  0.223
H: -1.228 0.069 -0.205  0.029
N: 1.661 -0.819 0.327  -0.282
C: 2.683 -1.526 -0.234  0.118
O: 2.546 -2.264 -1.185  -0.525
H: 0.853 -0.595 -0.230  0.165
H: 1.899 -0.061 0.950  0.232
H: 3.659 -1.402 0.261  0.291

Computed properties:
**SMILES**: NC=O.NC=O
**Relative energy (zero: lowest compared OMol25 entry of this formula, charge and spin)**: 17.7 kcal/mol
**E_HOMO**: -10.12 eV
**2S+1**: 1
**Calculated total energy**: -9246.5510 eV
**LUMO**: 0.6172 eV
**Molecular weight**: 90.1 g/mol
**HOMO-LUMO gap**: 0.39456 hartree

=====

Entry 4:
Here is a structure of composition C28H20F6N3O5S5SiTc in a non-equilibrium geometry from the Open Molecules 2025 dataset. Energies are from ωB97M-V/def2-TZVPD.

Each line ends with the Mulliken charge.
Atoms and positions in Å:
Tc: 1.319 -1.434 0.523  1.089
F: -0.576 -5.567 2.310  -0.212
C: -1.029 -4.791 1.342  0.660
F: -0.194 -4.821 0.315  -0.223
F: -2.229 -5.186 0.963  -0.186
S: -1.173 -3.028 1.977  1.443
O: -0.580 -2.212 0.873  -0.077
O: -2.542 -2.782 2.231  -0.562
N: -0.264 -2.976 3.262  -0.577
S: 1.178 -2.417 3.090  1.119
O: 1.876 -2.974 1.880  -0.824
O: 1.283 -0.980 3.068  -0.456
C: 2.060 -3.103 4.566  0.557
F: 2.091 -4.416 4.464  -0.167
F: 1.414 -2.730 5.648  -0.158
F: 3.281 -2.605 4.552  -0.174
S: -2.577 -0.105 -4.545  -0.222
C: -1.580 -0.985 -3.608  0.134
S: 0.144 -0.771 -3.483  -0.018
C: 0.207 -1.991 -2.262  0.364
N: -0.954 -2.540 -1.998  -0.609
N: -1.920 -2.003 -2.727  0.651
C: -3.261 -2.456 -2.471  0.036
C: -3.708 -2.441 -1.160  0.444
C: -4.988 -2.894 -0.886  -1.196
C: -5.797 -3.348 -1.919  -0.487
C: -5.329 -3.358 -3.227  -0.669
C: -4.050 -2.911 -3.515  -0.326
S: 1.661 -2.440 -1.428  -0.193
H: -3.064 -2.082 -0.368  0.352
H: -5.348 -2.889 0.133  0.466
H: -6.797 -3.700 -1.704  0.420
H: -5.960 -3.721 -4.026  0.399
H: -3.670 -2.921 -4.527  0.482
O: 1.819 0.216 0.305  -0.387
Si: 1.588 1.940 0.174  -0.404
C: -0.237 2.126 -0.111  -0.211
C: -1.091 1.076 -0.449  0.877
C: -2.437 1.298 -0.700  -0.464
C: -2.951 2.584 -0.623  -0.816
C: -2.120 3.643 -0.290  -0.822
C: -0.777 3.413 -0.034  -0.107
C: 2.649 2.377 -1.272  0.417
C: 3.106 1.414 -2.176  -0.029
C: 3.843 1.780 -3.292  -0.736
C: 4.130 3.118 -3.523  -0.487
C: 3.686 4.088 -2.635  -0.766
C: 2.954 3.719 -1.517  -0.126
C: 2.141 2.684 1.764  0.396
C: 3.477 3.048 1.955  -0.289
C: 3.903 3.560 3.171  -0.718
C: 2.996 3.715 4.210  -0.445
C: 1.665 3.360 4.038  -0.777
C: 1.240 2.849 2.822  -0.055
H: -0.710 0.060 -0.527  0.063
H: -3.090 0.474 -0.957  0.428
H: -4.000 2.759 -0.824  0.425
H: -2.518 4.647 -0.228  0.414
H: -0.144 4.252 0.237  0.396
H: 2.898 0.363 -2.001  0.288
H: 4.199 1.024 -3.979  0.434
H: 4.704 3.405 -4.394  0.395
H: 3.915 5.131 -2.811  0.416
H: 2.624 4.488 -0.825  0.365
H: 4.190 2.935 1.145  0.408
H: 4.939 3.842 3.307  0.422
H: 3.328 4.120 5.158  0.404
H: 0.960 3.487 4.849  0.428
H: 0.197 2.580 2.693  0.386

Computed properties:
**Charge**: +1
**Relative energy (zero: lowest compared OMol25 entry of this formula, charge and spin)**: 0.0 kcal/mol
**E_HOMO (spin up / spin down)**: -10.73 / -10.71 eV
**2S+1**: 2
**Calculated total energy**: -124618.3865 eV
**LUMO (spin up / spin down)**: -5.5249 / -5.7653 eV
**Molecular weight**: 878.9 g/mol
**HOMO-LUMO gap (spin up / spin down)**: 0.19137 / 0.18184 hartree